(A)
{
  "formula": "H54O27",
  "method": "ωB97M-V/def2-TZVPD",
  "symbols": ["O", "H", "H", "O", "H", "H", "O", "H", "H", "O", "H", "H", "O", "H", "H", "O", "H", "H", "O", "H", "H", "O", "H", "H", "O", "H", "H", "O", "H", "H", "O", "H", "H", "O", "H", "H", "O", "H", "H", "O", "H", "H", "O", "H", "H", "O", "H", "H", "O", "H", "H", "O", "H", "H", "O", "H", "H", "O", "H", "H", "O", "H", "H", "O", "H", "H", "O", "H", "H", "O", "H", "H", "O", "H", "H", "O", "H", "H", "O", "H", "H"],
  "xyz": [[-4.3057, -2.8068, 2.7690], [-3.4478, -3.2310, 2.7878], [-4.7933, -3.2199, 3.4816], [0.1472, -3.0204, -2.0965], [0.2852, -2.1010, -1.8685], [-0.7143, -3.2303, -1.7362], [2.5053, -3.6971, -3.3661], [1.7743, -3.2531, -2.9361], [3.1923, -3.0326, -3.4185], [0.1480, -1.0414, -5.2381], [-0.2813, -1.0021, -4.3835], [-0.5042, -0.7006, -5.8502], [5.2235, -1.1684, 0.0137], [6.0383, -1.4173, 0.4500], [4.7972, -2.0005, -0.1913], [2.6246, 4.9860, -1.2878], [2.4200, 4.9516, -0.3533], [1.9340, 4.4700, -1.7038], [-0.7876, 0.1520, -2.6429], [0.0882, 0.1384, -2.2568], [-0.7309, 0.8017, -3.3436], [-1.8179, -4.3014, 1.8399], [-1.0830, -4.6977, 1.3718], [-1.4805, -4.1363, 2.7204], [-3.4908, 1.3134, -0.5843], [-3.1574, 0.6249, -1.1596], [-4.1620, 0.8809, -0.0563], [0.4809, 2.2594, 3.7245], [1.3305, 2.6296, 3.9638], [0.6691, 1.3458, 3.5096], [-4.8077, -0.6590, 1.2433], [-4.6985, 0.0426, 1.8852], [-4.6426, -1.4629, 1.7360], [3.8456, -3.4612, -0.3783], [3.3872, -4.0415, -0.9861], [3.9313, -3.9745, 0.4251], [1.3652, -2.5323, 1.5896], [0.8935, -1.7242, 1.3876], [1.8563, -2.7293, 0.7919], [1.3648, 2.1017, 0.8514], [1.2859, 2.9383, 1.3098], [2.1939, 1.7361, 1.1601], [2.1930, 4.7944, 1.5559], [3.0193, 5.2492, 1.7192], [1.5181, 5.4373, 1.7736], [2.8464, 2.7190, -3.2851], [3.3204, 3.4449, -3.6909], [2.1607, 3.1401, -2.7668], [2.0206, 0.4090, -1.8435], [2.8572, 0.5065, -1.3887], [2.0923, 0.9857, -2.6041], [0.8415, -4.5058, 3.6441], [1.5405, -5.1128, 3.4010], [1.0953, -3.6745, 3.2434], [0.1247, -0.3945, 0.4744], [-0.6990, -0.0196, 0.1628], [0.6409, 0.3608, 0.7561], [-1.4040, 5.2626, 0.3714], [-1.7171, 4.9662, 1.2260], [-0.4833, 5.0018, 0.3495], [-3.2432, -0.6600, -2.4027], [-2.4040, -0.2456, -2.6032], [-3.0185, -1.3907, -1.8266], [-5.1932, -3.0731, -0.6372], [-6.0870, -3.2186, -0.3271], [-5.1243, -2.1233, -0.7339], [0.5595, 3.1496, -1.6266], [-0.3955, 3.2073, -1.5985], [0.7884, 2.5936, -0.8818], [4.2256, 1.1780, 1.5981], [4.7159, 0.4715, 1.1778], [4.4339, 1.0942, 2.5286], [-2.4149, -3.4019, -0.7098], [-3.3694, -3.3409, -0.7465], [-2.2276, -3.7013, 0.1799], [-2.1935, 3.3909, -1.5045], [-2.3490, 4.1342, -0.9219], [-2.7219, 2.6827, -1.1364], [-1.9179, 2.7854, 5.1027], [-1.1376, 2.3586, 4.7487], [-1.7703, 2.8094, 6.0481]],
  "homo_ha": -0.3898,
  "total_charge": 0,
  "mol_weight_g_mol": 486.41,
  "spin_multiplicity": 1
}



(B)
{
  "formula": "H54O27",
  "method": "ωB97M-V/def2-TZVPD",
  "symbols": ["O", "H", "H", "O", "H", "H", "O", "H", "H", "O", "H", "H", "O", "H", "H", "O", "H", "H", "O", "H", "H", "O", "H", "H", "O", "H", "H", "O", "H", "H", "O", "H", "H", "O", "H", "H", "O", "H", "H", "O", "H", "H", "O", "H", "H", "O", "H", "H", "O", "H", "H", "O", "H", "H", "O", "H", "H", "O", "H", "H", "O", "H", "H", "O", "H", "H", "O", "H", "H", "O", "H", "H", "O", "H", "H", "O", "H", "H", "O", "H", "H"],
  "xyz": [[-2.9751, 5.2672, -0.0039], [-3.5138, 5.5560, -0.7405], [-2.1491, 4.9941, -0.4032], [-2.6174, -2.4977, -4.6276], [-2.1925, -2.7110, -3.7968], [-2.3259, -3.1828, -5.2291], [1.6457, -4.1828, 3.1148], [0.9450, -4.7650, 2.8212], [1.2622, -3.3067, 3.0751], [-3.5719, 0.1304, 2.8059], [-4.0405, 0.1154, 1.9714], [-3.3410, 1.0504, 2.9350], [3.0373, 1.7588, 2.8086], [2.7010, 1.6943, 1.9148], [3.8116, 2.3166, 2.7340], [3.3548, -3.8270, 0.7522], [3.2715, -2.9726, 0.3288], [2.5542, -3.9179, 1.2689], [3.6459, 0.1600, -3.4480], [3.6917, -0.4184, -4.2093], [3.6116, 1.0420, -3.8185], [-4.8405, -1.8708, -1.5174], [-4.8407, -1.4531, -0.6561], [-5.7196, -1.7122, -1.8613], [-0.1611, 2.6155, 4.6111], [-0.0246, 2.6367, 3.6639], [0.3800, 3.3299, 4.9476], [0.4672, -2.5872, -1.1683], [0.5588, -3.1799, -0.4222], [-0.1113, -3.0510, -1.7736], [-2.7677, 2.6207, 2.7204], [-2.9284, 3.5507, 2.5602], [-1.8938, 2.4632, 2.3629], [-3.4680, 0.0375, -3.8892], [-3.3707, 0.6560, -4.6132], [-3.4698, -0.8234, -4.3077], [0.4305, -4.8964, 0.3269], [-0.4265, -5.2357, 0.5851], [0.8706, -5.6420, -0.0814], [-0.6734, -0.0361, 3.7561], [-0.6305, 0.7903, 4.2373], [-1.5197, -0.0101, 3.3096], [-0.0677, 2.2423, 2.0195], [-0.0588, 2.9143, 1.3379], [0.2020, 1.4413, 1.5703], [1.1565, -1.3825, 2.1994], [0.8136, -0.9133, 2.9599], [0.8940, -0.8486, 1.4496], [0.1886, 0.2446, 0.2715], [0.1508, -0.6121, -0.1537], [-0.4164, 0.7893, -0.2321], [3.2918, 0.8476, 0.0754], [4.2059, 0.7941, 0.3545], [3.1015, -0.0163, -0.2900], [3.0837, -1.4079, -1.2924], [2.2219, -1.7530, -1.5256], [3.4189, -1.0300, -2.1055], [-1.6123, -3.9311, -2.3686], [-2.4010, -3.9514, -1.8265], [-1.3380, -4.8462, -2.4276], [-4.5957, 2.7150, -0.2250], [-5.1128, 2.7752, 0.5783], [-3.8667, 3.3198, -0.0870], [1.7915, 2.5114, -1.2990], [2.3483, 1.9564, -0.7531], [1.7920, 2.0836, -2.1553], [-0.4714, 4.2626, -0.0462], [0.0613, 3.7423, -0.6476], [0.1322, 4.9180, 0.3034], [-2.2507, 1.0191, -0.9566], [-2.6939, 0.8523, -1.7885], [-2.9317, 1.3827, -0.3907], [3.8231, -0.8829, 2.8660], [2.9372, -1.2163, 2.7242], [3.7062, 0.0564, 3.0086], [2.3820, -4.3005, -3.1184], [3.3112, -4.1489, -2.9456], [1.9506, -4.1251, -2.2821], [2.9515, 4.8929, -1.7237], [2.7320, 3.9714, -1.5863], [2.5029, 5.1279, -2.5360]],
  "homo_ha": -0.3473,
  "total_charge": 0,
  "mol_weight_g_mol": 486.41,
  "spin_multiplicity": 1
}



Tell me which of them is the most stable. Sure, it is (B).



(A)
{
  "formula": "C2H4NO3",
  "method": "ωB97M-V/def2-TZVPD",
  "symbols": ["C", "N", "O", "H", "H", "H", "O", "C", "O", "H"],
  "xyz": [[0.2342, -2.1281, -0.6673], [0.3422, -0.8596, -1.0370], [0.6953, -3.0905, -1.2747], [-0.3879, -2.2537, 0.2261], [-0.0312, -0.1228, -0.4449], [0.9204, -0.5867, -1.8186], [0.6797, 2.0629, 0.6650], [-0.4294, 2.2944, 1.2139], [-1.3715, 3.0014, 0.8748], [-0.6517, 1.6826, 2.2626]],
  "homo_ha": -0.1559,
  "total_charge": -1,
  "mol_weight_g_mol": 90.06,
  "spin_multiplicity": 1
}



(B)
{
  "formula": "C2H4NO3",
  "method": "ωB97M-V/def2-TZVPD",
  "symbols": ["C", "N", "O", "H", "H", "H", "O", "C", "O", "H"],
  "xyz": [[1.5171, 0.5813, 0.3802], [1.8706, 0.2806, -0.9380], [2.3250, 0.7714, 1.2543], [0.4227, 0.6238, 0.5053], [1.4927, -0.5831, -1.3050], [2.8673, 0.3842, -1.0744], [-3.3361, -0.6036, -0.7139], [-2.6262, -0.4876, 0.3145], [-2.4388, 0.4925, 1.0533], [-2.0941, -1.4595, 0.5237]],
  "homo_ha": -0.1432,
  "total_charge": -1,
  "mol_weight_g_mol": 90.06,
  "spin_multiplicity": 1
}



Tell me which of them is the most stable. Sure, it is (A).



(A)
{
  "formula": "C8H15BO2",
  "method": "ωB97M-V/def2-TZVPD",
  "symbols": ["B", "C", "C", "C", "C", "C", "C", "C", "C", "O", "O", "H", "H", "H", "H", "H", "H", "H", "H", "H", "H", "H", "H", "H", "H", "H"],
  "xyz": [[1.3255, -1.0184, -0.5236], [2.4395, 1.2673, 0.1810], [2.4912, 0.1065, 1.2393], [2.9218, 0.7413, -1.1424], [0.3738, -2.1255, -1.0357], [-2.2141, 0.1876, -1.0215], [-1.4026, -0.8207, -0.4981], [-3.3222, 0.7854, -0.1433], [-1.4657, -1.0861, 0.9182], [1.4929, -0.8119, 0.7759], [2.1433, -0.4044, -1.4845], [1.3968, 1.3240, 0.0391], [3.0072, 2.1407, 0.5201], [3.4126, -0.4223, 1.2251], [2.0689, 0.4757, 2.2536], [2.7795, 1.4288, -1.8836], [3.8821, 0.4755, -1.1338], [0.2683, -2.2124, -1.9935], [-2.1940, 0.4310, -2.0475], [0.1600, -2.9817, -0.3338], [-2.7835, 1.3574, 0.5577], [-3.9443, 0.0617, 0.2894], [-4.0214, 1.4142, -0.8332], [-0.7044, -0.5391, 1.5282], [-1.3982, -2.1575, 1.3536], [-2.3742, -0.7098, 1.4722]],
  "homo_ha": -0.3162,
  "total_charge": 0,
  "mol_weight_g_mol": 154.02,
  "spin_multiplicity": 1
}



(B)
{
  "formula": "C8H15BO2",
  "method": "ωB97M-V/def2-TZVPD",
  "symbols": ["B", "C", "C", "C", "C", "C", "C", "C", "C", "O", "O", "H", "H", "H", "H", "H", "H", "H", "H", "H", "H", "H", "H", "H", "H", "H"],
  "xyz": [[-0.4235, 1.6130, 3.4779], [0.6983, 1.3604, 2.4619], [-0.4049, -0.2984, -0.3389], [0.6495, -1.1502, 0.3577], [1.8959, -0.6544, -0.3666], [1.4036, -0.4930, -1.7860], [0.0028, 0.0059, -1.5130], [-1.7025, -0.0089, 0.3844], [-0.6258, 0.7575, -2.6926], [2.1178, 1.1782, 2.3991], [-1.7251, 1.5743, 3.6329], [0.9773, -0.9409, 1.4044], [0.5148, -2.2256, 0.1612], [2.1267, 0.2429, 0.0329], [2.6292, -1.3317, -0.3574], [2.0499, 0.1141, -2.4358], [1.3714, -1.5140, -2.2335], [0.3344, 0.4052, 2.1126], [-1.9727, 0.9764, 0.4879], [-1.6391, -0.5250, 1.2824], [-2.4901, -0.5675, -0.1619], [-0.3980, 0.2203, -3.6023], [-0.2257, 1.7646, -2.5732], [-1.6439, 0.8435, -2.4651], [2.2260, 0.8630, 1.5366], [-2.3789, 2.1554, 3.3089]],
  "homo_ha": -0.2751,
  "smiles": "CC1=C(C)CCC1.O/B=C/O",
  "total_charge": 0,
  "mol_weight_g_mol": 154.02,
  "spin_multiplicity": 1
}



Tell me which of them is the most stable. Sure, it is (A).



(A)
{
  "formula": "CsH2O",
  "method": "ωB97M-V/def2-TZVPD",
  "symbols": ["Cs", "O", "H", "H"],
  "xyz": [[-1.5883, 0.8593, -0.1028], [1.4548, 0.0265, 0.0696], [0.5584, 1.3331, -0.2463], [-0.4249, -2.2189, 0.2795]],
  "homo_ha": -0.5404,
  "total_charge": 1,
  "mol_weight_g_mol": 150.92,
  "spin_multiplicity": 1
}



(B)
{
  "formula": "CsH2O",
  "method": "ωB97M-V/def2-TZVPD",
  "symbols": ["Cs", "O", "H", "H"],
  "xyz": [[1.3544, -2.0902, -0.6152], [-0.2916, 0.5400, 0.5251], [-1.0620, 1.1057, 0.4718], [-0.0008, 0.4445, -0.3818]],
  "homo_ha": -0.5864,
  "total_charge": 1,
  "mol_weight_g_mol": 150.92,
  "spin_multiplicity": 1
}



Tell me which of them is the most stable. Sure, it is (B).